No. 1
Density functional theory data (ωB97M-V/def2-TZVPD) for a structure of composition C23H21BeI2N4O3S2.

Output
Charge: +1
Maximum force in Eh/bohr: 0.011
HOMO energy in eV: -10.601
Energy in eV: -74564.8398
Frontier orbital gap in eV: 7.987

CARTESIAN COORDINATES (ANGSTROEM)
Be  -0.928  0.386  0.007
N  -1.493  -7.167  -1.898
C  -1.261  -5.920  -1.406
C  -1.802  -5.533  -0.168
C  -1.550  -4.283  0.344
C  -0.754  -3.393  -0.373
C  -0.219  -3.751  -1.607
C  -0.469  -5.006  -2.118
S  -0.410  -1.842  0.310
O  0.467  -1.917  1.437
O  0.043  -0.932  -0.793
N  -1.759  -1.076  0.753
C  -2.659  -0.869  -0.291
N  -2.410  0.333  -0.862
C  -3.139  0.700  -1.917
C  -4.150  -0.121  -2.366
C  -4.347  -1.320  -1.689
N  -3.605  -1.712  -0.656
H  -2.138  -7.784  -1.441
H  -1.194  -7.417  -2.822
H  -2.423  -6.227  0.384
H  -1.977  -3.990  1.295
H  0.386  -3.046  -2.160
H  -0.052  -5.293  -3.075
H  -2.916  1.657  -2.366
H  -4.767  0.157  -3.206
H  -5.135  -1.999  -1.995
I  -2.303  4.280  -0.388
C  -2.542  4.067  1.710
I  -3.014  2.115  2.377
H  -3.344  4.729  2.009
H  -1.606  4.362  2.168
O  -0.025  1.446  0.635
S  1.168  1.548  1.602
C  2.539  0.826  0.752
C  2.711  0.968  -0.619
C  3.819  0.387  -1.207
C  4.733  -0.318  -0.430
C  4.542  -0.459  0.935
C  3.428  0.109  1.537
C  1.523  3.279  1.568
C  1.956  3.831  2.765
C  2.272  5.182  2.804
C  2.133  5.955  1.661
C  1.677  5.391  0.474
C  1.370  4.043  0.417
H  1.982  1.500  -1.215
H  3.972  0.479  -2.274
H  5.597  -0.768  -0.900
H  5.247  -1.023  1.530
H  3.244  -0.020  2.596
H  2.042  3.216  3.653
H  2.614  5.629  3.727
H  2.372  7.009  1.695
H  1.559  6.007  -0.407
H  0.995  3.597  -0.493

Now the Mulliken charges, all in e: -1.151, -0.466, 1.156, -0.872, -0.521, -0.265, -0.169, -0.858, 1.425, -0.665, -0.517, -0.331, 0.226, 0.542, 0.107, -0.748, -0.216, -0.446, 0.195, 0.193, 0.291, 0.467, 0.521, 0.301, 0.427, 0.397, 0.442, 0.033, -0.808, 0.098, 0.475, 0.268, 0.814, -0.102, 0.850, -0.135, -0.846, -0.463, -0.665, -0.438, 0.962, -0.379, -0.649, -0.485, -0.830, -0.212, 0.263, 0.419, 0.423, 0.424, 0.408, 0.441, 0.422, 0.424, 0.428, 0.396

***

No. 2
Density functional theory data (ωB97M-V/def2-TZVPD) for a structure of composition C17H16BrCl2N2O6SV.

Output
Charge: +1
Maximum force in Eh/bohr: 0.081
Spin multiplicity: 2
⟨S²⟩: 0.759
HOMO energy (alpha / beta) in eV: -11.157 / -11.176
Energy in eV: -164759.0261
Frontier orbital gap (alpha / beta) in eV: 6.751 / 7.186

CARTESIAN COORDINATES (ANGSTROEM)
V  0.638  0.125  -0.215
O  -1.928  1.287  1.061
C  -2.428  0.101  1.642
C  -1.424  -0.468  2.648
N  -0.231  -1.006  1.986
C  0.984  -0.737  2.734
C  1.537  0.653  2.324
O  2.012  1.419  3.113
O  1.394  0.870  1.048
C  -0.386  -2.357  1.492
C  -0.098  -2.451  -0.034
O  0.116  -3.498  -0.574
O  -0.074  -1.289  -0.608
H  -1.963  1.989  1.725
H  -2.588  -0.588  0.810
H  -3.389  0.291  2.134
H  -1.913  -1.240  3.254
H  -1.119  0.349  3.309
H  1.749  -1.481  2.492
H  0.834  -0.744  3.822
H  -1.411  -2.716  1.633
H  0.287  -3.070  1.984
O  -1.416  5.124  -2.980
C  -1.026  4.074  -2.277
C  0.028  4.076  -1.350
C  0.362  2.909  -0.706
N  -0.272  1.744  -0.895
C  -1.300  1.751  -1.748
Br  -2.241  0.151  -1.985
C  -1.706  2.862  -2.455
H  -0.912  5.927  -2.785
H  0.595  4.971  -1.145
H  1.187  2.901  -0.002
H  -2.531  2.808  -3.148
Cl  2.776  -1.483  0.107
C  3.756  -1.178  -1.276
C  5.037  -1.698  -1.348
C  5.808  -1.459  -2.477
C  5.290  -0.740  -3.542
C  4.015  -0.211  -3.458
Cl  3.351  0.699  -4.751
C  3.238  -0.391  -2.302
S  1.753  0.506  -2.187
H  5.436  -2.273  -0.528
H  6.819  -1.836  -2.523
H  5.878  -0.568  -4.430

Now the Mulliken charges, all in e: 0.305, -0.358, -0.537, -0.997, 0.220, -0.883, 0.599, -0.569, -0.207, -0.663, 0.582, -0.566, -0.044, 0.296, 0.147, 0.439, 0.434, 0.455, 0.581, 0.420, 0.465, 0.405, -0.513, 0.947, -0.849, -0.725, 0.352, 0.249, -0.023, -0.696, 0.327, 0.381, 0.530, 0.467, -0.064, 0.465, -0.622, -0.472, -0.630, 0.066, -0.203, 0.289, -0.078, 0.453, 0.389, 0.436

***

No. 3
Density functional theory data (ωB97M-V/def2-TZVPD) for the molecule C3H6N4S2.

Output
Maximum force in Eh/bohr: 0.167
HOMO energy in eV: -7.837
SMILES: CSc1n/c(=N\N)s[nH]1
Energy in eV: -30835.6371
Frontier orbital gap in eV: 8.100

CARTESIAN COORDINATES (ANGSTROEM)
C  -1.441  1.515  1.782
C  -1.080  -0.451  -0.102
C  0.928  -0.963  -1.017
H  -1.005  0.742  2.699
H  -2.063  2.073  2.353
H  -0.618  1.931  1.278
H  -1.209  -2.338  1.023
H  1.996  1.132  -1.605
H  3.251  0.605  -2.147
N  -0.013  -0.001  -0.689
N  -1.110  -1.774  0.073
N  1.950  -0.850  -1.653
N  2.388  0.401  -2.102
S  -2.349  0.538  0.544
S  0.374  -2.559  -0.437

Now the Mulliken charges, all in e: -0.819, 0.347, 0.621, 0.213, 0.382, 0.281, 0.368, 0.205, 0.202, -0.548, -0.338, -0.305, -0.436, -0.102, -0.070